Record 1
Formula: C2H9N5
Source: the OMol25 dataset
Level of theory: ωB97M-V/def2-TZVPD

Positions of all 16 atoms, in Å:
1 C 2.58 -0.02 0.16
2 C 0.24 -0.28 -0.11
3 H 2.71 0.22 1.21
4 H 3.47 -0.59 -0.19
5 H 2.62 0.91 -0.47
6 H -0.73 -1.87 -0.93
7 H -1.76 -1.34 1.34
8 H -2.61 -0.14 0.41
9 H 0.89 1.74 0.23
10 H -1.45 1.41 -1.13
11 H -1.86 1.52 0.48
12 N 1.40 -0.87 -0.12
13 N -0.92 -0.95 -0.49
14 N -2.04 -1.02 0.39
15 N 0.06 1.07 0.25
16 N -1.10 1.77 -0.21

Results
**Energy above the lowest of the compared OMol25 structures with the same formula, charge and spin**: 2.778 eV
**LUMO**: 0.9065 eV
**SMILES string**: CN=C(NN)NN
**Orbital gap**: 9.756 eV
**Total charge**: 0
**E_tot**: -9668.11800 eV
**Max |F|**: 2.273 eV/A

=====

Record 2
Formula: C2H9NO
Source: the OMol25 dataset
Level of theory: ωB97M-V/def2-TZVPD

Positions of all 13 atoms, in Å:
1 N 0.79 0.52 0.04
2 C 0.91 -0.07 1.31
3 C 0.92 -0.32 -1.14
4 H 1.43 1.32 0.08
5 H 1.98 -0.15 1.56
6 H 0.46 -1.08 1.33
7 H 0.41 0.56 2.07
8 H 1.67 -1.13 -1.07
9 H 1.27 0.42 -1.88
10 H -0.03 -0.75 -1.49
11 O -3.39 -0.09 -0.05
12 H -3.95 0.51 -0.60
13 H -2.48 0.27 -0.14

Results
**Energy above the lowest of the compared OMol25 structures with the same formula, charge and spin**: 0.764 eV
**LUMO**: 0.9627 eV
**SMILES string**: CNC.O
**Orbital gap**: 9.670 eV
**Total charge**: 0
**E_tot**: -5756.75963 eV
**Max |F|**: 1.867 eV/A

=====

Record 3
Formula: C2H9NO
Source: the OMol25 dataset
Level of theory: ωB97M-V/def2-TZVPD

Positions of all 13 atoms, in Å:
1 C 0.98 -0.27 1.64
2 N 0.45 0.68 -2.31
3 H 1.88 0.07 1.05
4 H 0.70 0.26 2.57
5 H 1.23 -1.29 1.97
6 H 1.23 0.47 -1.55
7 H 0.88 0.33 -3.13
8 H -0.28 0.02 -2.03
9 C -1.44 -0.06 0.34
10 O -0.04 -0.31 0.64
11 H -2.17 -0.09 1.21
12 H -1.48 0.97 -0.08
13 H -1.93 -0.78 -0.33

Results
**Energy above the lowest of the compared OMol25 structures with the same formula, charge and spin**: 2.075 eV
**LUMO**: 0.9255 eV
**SMILES string**: COC.N
**Orbital gap**: 10.496 eV
**Total charge**: 0
**E_tot**: -5755.44837 eV
**Max |F|**: 3.712 eV/A

=====

Record 4
Formula: C2H9NO
Source: the OMol25 dataset
Level of theory: ωB97M-V/def2-TZVPD

Positions of all 13 atoms, in Å:
1 C -0.70 0.40 -1.10
2 N 0.22 -2.33 0.74
3 H -1.49 -0.31 -1.33
4 H 0.25 0.08 -1.53
5 H -0.99 1.36 -1.55
6 H -0.36 -1.50 0.72
7 H 1.18 -2.13 0.97
8 H 0.17 -2.77 -0.17
9 C 0.35 1.49 0.69
10 O -0.58 0.49 0.30
11 H 1.29 1.01 0.95
12 H -0.02 2.11 1.49
13 H 0.67 2.09 -0.17

Results
**Energy above the lowest of the compared OMol25 structures with the same formula, charge and spin**: 0.864 eV
**LUMO**: 0.9524 eV
**SMILES string**: COC.N
**Orbital gap**: 10.345 eV
**Total charge**: 0
**E_tot**: -5756.65937 eV
**Max |F|**: 1.162 eV/A

=====

Record 5
Formula: C2H9NO
Source: the OMol25 dataset
Level of theory: ωB97M-V/def2-TZVPD

Positions of all 13 atoms, in Å:
1 N 2.06 0.61 1.03
2 C -0.11 -0.18 0.05
3 C 0.77 0.02 1.32
4 H 2.80 0.16 1.58
5 H 2.11 1.61 1.26
6 H 0.13 -1.14 -0.44
7 H 0.12 0.64 -0.65
8 H -1.19 -0.16 0.27
9 H 0.40 0.80 2.00
10 H 0.82 -0.93 1.88
11 O -2.34 -0.31 -2.56
12 H -2.46 -0.31 -3.53
13 H -3.10 -0.82 -2.21

Results
**Energy above the lowest of the compared OMol25 structures with the same formula, charge and spin**: 0.542 eV
**LUMO**: 0.8892 eV
**SMILES string**: CCN.O
**Orbital gap**: 9.755 eV
**Total charge**: 0
**E_tot**: -5756.98135 eV
**Max |F|**: 1.987 eV/A

=====

Record 6
Formula: C2H9NO
Source: the OMol25 dataset
Level of theory: ωB97M-V/def2-TZVPD

Positions of all 13 atoms, in Å:
1 C -0.04 -1.20 0.43
2 C 0.18 0.22 0.97
3 N -1.00 0.95 1.20
4 H -0.59 -1.10 -0.51
5 H 0.89 -1.75 0.45
6 H -0.69 -1.79 1.08
7 H 0.77 0.02 1.87
8 H 0.89 0.72 0.28
9 H -0.81 1.96 1.33
10 H -1.77 0.87 0.53
11 H 0.13 0.36 -1.97
12 H 1.48 0.22 -2.89
13 O 0.57 0.53 -2.80

Results
**Energy above the lowest of the compared OMol25 structures with the same formula, charge and spin**: 0.642 eV
**LUMO (alpha / beta)**: -3.9473 / -9.5082 eV
**2S+1**: 2
**Orbital gap (alpha / beta)**: 11.194 / 5.626 eV
**Total charge**: +1
**E_tot**: -5747.63820 eV
**Max |F|**: 3.189 eV/A

=====

Record 7
Formula: C2H9NO2
Source: the OMol25 dataset
Level of theory: ωB97M-V/def2-TZVPD

Positions of all 14 atoms, in Å:
1 C -0.98 1.00 2.15
2 O -1.40 -0.25 1.97
3 C -0.07 -0.76 -0.33
4 N 0.66 -1.56 -1.32
5 H -0.91 1.49 1.15
6 H -0.07 1.32 2.68
7 H -1.82 1.60 2.60
8 H -1.01 -1.28 -0.11
9 H 0.46 -0.43 0.56
10 H 1.38 -2.10 -0.84
11 H -0.47 0.11 -0.85
12 H 1.80 0.97 -3.23
13 H 1.12 -0.81 -1.97
14 O 1.32 0.69 -2.45

Results
**Energy above the lowest of the compared OMol25 structures with the same formula, charge and spin**: 1.971 eV
**LUMO (alpha / beta)**: 3.5661 / 1.7305 eV
**2S+1**: 2
**Orbital gap (alpha / beta)**: 6.360 / 4.493 eV
**Total charge**: -1
**E_tot**: -7801.63921 eV
**Max |F|**: 2.631 eV/A

=====

Record 8
Formula: C2H9NO2
Source: the OMol25 dataset
Level of theory: ωB97M-V/def2-TZVPD

Positions of all 14 atoms, in Å:
1 C 2.32 -1.20 1.65
2 C 1.26 -0.14 -0.16
3 N 2.31 -0.73 0.25
4 H 1.49 -1.95 1.70
5 H 3.28 -1.62 1.88
6 H 2.19 -0.34 2.30
7 H 1.35 0.43 -1.08
8 H 0.45 -0.02 0.57
9 H -2.48 -0.23 -2.33
10 H -1.17 -0.58 -1.54
11 O -2.13 -0.45 -1.46
12 H -2.44 2.69 -0.97
13 H -3.30 1.59 -0.50
14 O -3.13 2.54 -0.31

Results
**Energy above the lowest of the compared OMol25 structures with the same formula, charge and spin**: 0.625 eV
**LUMO (alpha / beta)**: 3.9735 / 3.8940 eV
**2S+1**: 2
**Orbital gap (alpha / beta)**: 3.322 / 9.546 eV
**Total charge**: -1
**E_tot**: -7802.98517 eV
**Max |F|**: 1.895 eV/A

=====

Record 9
Formula: C2H9NO2
Source: the OMol25 dataset
Level of theory: ωB97M-V/def2-TZVPD

Positions of all 14 atoms, in Å:
1 C 0.97 -0.83 1.80
2 C 0.23 0.17 1.32
3 N 0.57 1.31 0.64
4 H 2.05 -0.75 1.97
5 H 0.60 -1.82 1.96
6 H -0.85 0.02 1.41
7 H 1.53 1.61 0.55
8 H -0.08 1.95 0.24
9 H -1.16 -0.65 -0.76
10 H -2.09 -1.10 -1.86
11 O -2.08 -0.91 -0.92
12 H 0.58 0.23 -1.46
13 H -0.18 0.74 -2.77
14 O -0.09 0.03 -2.12

Results
**Energy above the lowest of the compared OMol25 structures with the same formula, charge and spin**: 0.819 eV
**LUMO**: 0.5392 eV
**SMILES string**: C=CN.O.O
**Orbital gap**: 8.932 eV
**Total charge**: 0
**E_tot**: -7803.90657 eV
**Max |F|**: 2.011 eV/A

=====

Record 10
Formula: C2H9NO2
Source: the OMol25 dataset
Level of theory: ωB97M-V/def2-TZVPD

Positions of all 14 atoms, in Å:
1 C 1.80 -0.52 -1.00
2 O 0.90 0.55 -1.26
3 H 1.41 -1.43 -1.47
4 H 1.77 -0.67 0.07
5 H 2.79 -0.32 -1.37
6 H 1.08 0.97 -2.10
7 N -0.87 0.72 1.75
8 C -1.52 -0.30 0.94
9 O -1.62 0.03 -0.43
10 H -1.50 1.47 2.00
11 H -0.08 1.13 1.28
12 H -2.51 -0.47 1.34
13 H -0.94 -1.22 1.05
14 H -0.72 0.06 -0.79

Results
**Energy above the lowest of the compared OMol25 structures with the same formula, charge and spin**: 0.358 eV
**LUMO**: 0.6161 eV
**SMILES string**: NCO.CO
**Orbital gap**: 9.802 eV
**Total charge**: 0
**E_tot**: -7804.36756 eV
**Max |F|**: 0.843 eV/A

=====

Question: Number 8 is which compound?
Answer: C2H9NO2

=====

Question: What is the energy above the lowest of the compared OMol25 structures with the same formula, charge and spin in the tenth record?
Answer: 0.358 eV

=====

Question: The highest energy above the lowest of the compared OMol25 structures with the same formula, charge and spin belongs to which entry?
Answer: C2H9N5